(1)
Density functional theory data (ωB97M-V with the def2-TZVPD basis set) for a molecular structure, C32H26BF4GaN6O3 in a non-equilibrium geometry.

The geometry in ORCA input format:
```
! RIJCOSX wB97M-V def2-TZVPD def2/J DEFGRID3
* xyz 2 1
Ga -1.94739 -0.98648 0.22641
F -4.93417 0.77179 2.11539
F -2.61640 -0.31870 1.82422
F -3.24882 1.97846 1.24079
F -3.28077 1.59012 3.49990
O -2.18844 -7.69484 -1.09406
O 7.86349 6.92285 0.43513
O -7.33129 -4.96679 -1.05998
N -1.46255 -2.92035 -0.40302
N -0.16695 -0.82391 1.02632
N 2.51152 3.60139 -0.73103
N 3.52283 2.42660 0.85108
N -1.35336 0.57643 -0.79857
N -3.67822 -1.66097 -0.31028
C -6.08091 -1.53580 -0.26801
C -1.17846 -5.57977 -1.17012
C 2.17688 -0.10684 2.30106
C -4.84331 -0.95984 -0.11708
C -0.21495 -3.41476 -0.69953
C 1.69826 2.55012 -0.35184
C -0.03868 -4.72760 -1.07542
C 0.26247 -1.49286 2.08634
C 1.47149 -1.20543 2.71143
C -6.19324 -2.90685 -0.61422
C 3.62937 3.46134 -0.06096
C -1.66122 2.56057 -2.08568
C -0.13643 1.03715 -0.39291
C 0.40411 2.26036 -0.85777
C 4.77771 4.30141 -0.07201
C 9.08295 6.43949 0.99921
C -2.39356 -5.04251 -0.90778
C 4.60885 5.68120 -0.37312
C -0.39658 3.00685 -1.80913
C 2.28397 1.75455 0.57376
C 7.09768 4.69580 0.53825
C -7.52107 -3.59596 -0.73879
C -2.11873 1.39204 -1.47999
C 5.99698 3.83258 0.41707
C -5.02898 -3.56573 -0.78600
C 5.68912 6.49235 -0.19445
C -3.80389 -2.95976 -0.62697
C 6.88956 6.02666 0.23824
C -2.49752 -3.69333 -0.58982
C -1.01142 -7.04808 -1.54911
C 0.49561 0.24422 0.59984
C 1.72966 0.57804 1.16485
B -3.69663 1.23685 2.29021
H 3.67138 5.99767 -0.76735
H 9.74696 7.26016 1.14415
H 9.47632 5.78164 0.25268
H -0.06243 -7.37498 -1.09604
H -5.13046 -4.56694 -0.99351
H -4.77002 0.07642 0.19024
H -7.90053 -5.48742 -0.55952
H 1.87581 -1.76054 3.55800
H -3.25912 -5.70120 -0.91771
H -8.06130 -3.10171 -1.53644
H 0.62478 -2.72735 -0.54395
H 8.81064 5.96860 1.93257
H -0.36690 -2.35093 2.45572
H -2.34674 -8.46197 -1.57605
H -0.01491 3.96244 -2.19426
H 0.91835 -5.08258 -1.31990
H 5.60404 7.53262 -0.53702
H 6.13913 2.74814 0.69113
H -2.42673 3.15823 -2.67548
H 8.01795 4.24665 0.79013
H -7.97843 -3.46314 0.20659
H 4.21542 2.04194 1.40698
H -7.01397 -1.00018 -0.13597
H -3.14489 1.06829 -1.65381
H 3.12889 0.20469 2.65173
H -0.92179 -7.18066 -2.69473
*
```

Results
Frontier orbital gap (eV): 5.65
E_HOMO (Ha): -0.44359


(2)
Density functional theory data (ωB97M-V with the def2-TZVPD basis set) for a molecular structure, C32H26BrClNO5PTi.

The geometry in ORCA input format:
```
! RIJCOSX wB97M-V def2-TZVPD def2/J DEFGRID3
* xyz 1 2
Br 0.95117 0.20653 3.33870
Ti 1.45454 0.78708 0.62188
Cl 0.93772 -6.25318 -1.32373
P -1.20951 0.87087 1.06027
O 1.49569 1.53103 -1.31125
O 1.32519 -0.59458 -0.92558
O 3.20722 0.23308 1.01532
O 4.14843 1.16094 1.54732
O 2.54898 -1.04503 -3.49287
N 2.39838 2.59261 1.21609
C 3.97899 4.69218 2.05146
C -2.72561 0.28904 3.34844
C 2.13277 -2.28711 -3.03541
C -4.52945 0.38145 -1.26699
C -2.41015 2.61894 2.81150
C -0.68383 -0.86700 1.24821
C 1.90686 3.85525 1.23702
C -2.36638 0.86414 -0.32841
C 2.96866 -2.92736 -2.13512
C -1.09214 -1.89022 0.38587
C -1.93287 1.32701 -1.56875
C 0.11006 -2.26939 -4.57202
C 0.96811 -2.89024 -3.50316
C 0.62118 -4.12756 -2.96224
C 1.52402 0.33481 -1.75463
C -3.48643 0.65065 4.45046
C -3.17616 2.97532 3.90976
C 1.72400 0.06179 -3.22413
C -0.45574 -3.11574 0.39221
C -3.67461 0.40254 -0.17763
C 0.39630 -1.14272 2.09492
C 4.49878 3.42554 2.02560
C 3.65849 2.39448 1.58832
C 1.43353 -4.74161 -2.02761
C -2.79385 1.30408 -2.65743
C -2.18713 1.27374 2.52541
C -3.71182 1.99106 4.72969
C 2.63032 -4.16790 -1.63085
C 1.06120 -2.36349 2.10147
C -4.08741 0.82741 -2.50693
C 2.65373 4.92133 1.64614
C 0.62383 -3.35013 1.23826
H -5.54352 0.02348 -1.14987
H -2.45872 1.67263 -3.61802
H 1.89506 -2.52612 2.76959
H 1.12188 -4.30954 1.22099
H -4.02397 0.06717 0.79142
H 4.59563 5.51877 2.37814
H 0.70276 -1.64495 -5.23946
H -4.76042 0.81573 -3.35399
H -3.35237 4.01988 4.12856
H 3.27648 -4.67878 -0.93067
H -1.99039 3.38896 2.17386
H -3.90349 -0.11547 5.09028
H -0.68973 -1.65744 -4.14555
H -0.36398 -3.04532 -5.17095
H 0.72115 -0.05228 -3.65187
H 2.19303 0.92993 -3.68146
H 3.87802 -2.42998 -1.82649
H -0.28247 -4.62398 -3.29312
H -0.93082 1.72457 -1.67875
H -4.30560 2.27022 5.58975
H 2.23033 5.91422 1.64895
H 0.88353 3.96253 0.90251
H 5.51376 3.19898 2.31569
H -0.78424 -3.89715 -0.28086
H -1.90701 -1.70703 -0.30207
H -2.54997 -0.75867 3.13380
*
```

Results
Energy relative to the best compared isomer or geometry (same formula, charge and spin) (kJ/mol): 0.0
Frontier orbital gap (alpha / beta) (eV): 7.80 / 7.88
E_HOMO (alpha / beta) (Ha): -0.39864 / -0.39861


(3)
Density functional theory data (ωB97M-V with the def2-TZVPD basis set) for a molecular structure, C32H26BrIrN7O2S.

The geometry in ORCA input format:
```
! RIJCOSX wB97M-V def2-TZVPD def2/J DEFGRID3
* xyz 2 2
Ir -0.48352 -0.04026 0.83665
Br -1.63569 2.66502 -0.23051
S -0.51412 -1.27748 2.75341
O 5.39386 3.64288 3.74392
O 3.63537 4.89097 3.73593
N 0.11971 1.54920 2.00724
N -2.58025 -0.23773 -1.52560
N -0.80582 -1.93632 -0.01851
N -0.03196 -2.89371 0.65203
N 1.58359 0.00438 0.36542
N 0.76345 -3.62814 2.63729
N 4.25012 3.88567 3.44506
C -1.62751 1.66907 -2.84716
C 2.68888 -3.59327 4.17092
C -3.83455 0.14224 -0.97701
C 1.25708 3.46287 3.68066
C -1.50272 -2.46167 -0.96803
C -0.09032 3.21089 3.69662
C 3.63521 1.06581 1.06555
C 4.35519 0.22249 0.20215
C -1.57935 2.92943 -4.88051
C -1.66030 2.84021 -2.11202
C 2.28278 -0.77918 -0.43929
C 1.17679 -3.57184 4.03472
C 2.24618 0.92759 1.11539
C -1.59416 0.42615 -5.01513
C -1.72720 0.35790 -2.31060
C -1.61043 4.09805 -4.12675
C -4.68191 -1.80499 -2.17116
C -4.85177 -0.65783 -1.28823
C 2.08104 2.73249 2.80186
C 4.25530 2.05596 1.88902
C 1.46641 1.76462 1.99095
C -1.47077 -0.77459 -4.44649
C 3.67243 -0.69833 -0.54788
C -1.57150 1.68918 -4.25810
C 0.11934 -2.69244 1.93823
C -0.62810 2.25038 2.84613
C -2.24489 -1.60976 -1.98718
C -1.55217 -3.92628 -1.26320
C -1.64536 4.07096 -2.73590
C -3.48299 -2.24987 -2.53838
C -1.22576 -0.89015 -2.96872
C 3.51351 2.84379 2.68696
H -2.51675 -4.32265 -0.93424
H 0.76277 -2.66520 4.47188
H -3.86915 1.05228 -0.40195
H -1.43723 -1.67849 -5.04099
H 2.97602 -3.53688 5.21990
H 3.11101 -4.51209 3.76193
H -0.76173 -4.46316 -0.75699
H -0.74583 3.74332 4.37043
H 0.72369 -4.41363 4.56008
H -5.83914 -0.41002 -0.92464
H -1.68605 2.02023 2.85233
H -1.56073 2.98547 -5.96074
H 1.72263 -1.52512 -0.98845
H -3.37198 -3.09837 -3.19834
H 4.18857 -1.36951 -1.21921
H -1.48469 -4.10173 -2.33860
H 1.68161 4.20712 4.33488
H 1.06630 -4.42220 2.09048
H -1.65979 4.98531 -2.16052
H 5.43250 0.30397 0.13945
H -0.18511 -1.16324 -2.77141
H 3.13486 -2.74738 3.64583
H -5.57531 -2.29280 -2.53590
H 5.32869 2.18786 1.86776
H -1.69130 0.50865 -6.08996
H -1.60698 5.05390 -4.63277
*
```

Results
Energy relative to the best compared isomer or geometry (same formula, charge and spin) (kJ/mol): 241.0
Frontier orbital gap (alpha / beta) (eV): 5.95 / 6.37
E_HOMO (alpha / beta) (Ha): -0.46852 / -0.48778


(4)
Density functional theory data (ωB97M-V with the def2-TZVPD basis set) for a molecular structure, C32H26Cl8MoN2O5S2Si.

The geometry in ORCA input format:
```
! RIJCOSX wB97M-V def2-TZVPD def2/J DEFGRID3
* xyz 0 3
Mo 0.22209 -0.07121 2.49017
Cl 2.09757 -2.67582 0.36541
Cl 2.70712 0.42177 7.96323
Cl 3.94101 -1.13108 2.65215
Cl 2.43301 3.51545 7.78892
Cl 1.83611 -3.60914 3.36064
Cl 1.80439 -1.35915 5.61778
Cl 0.30194 2.97698 2.86852
Cl 1.20374 4.81370 5.22013
S -1.02794 2.10738 -0.06456
S 1.85466 0.82780 0.74753
Si 2.03573 -1.85899 2.29194
O -2.82862 -0.89459 -0.30978
O -1.88940 0.85249 3.34756
O -1.02868 -0.72394 0.98415
O -0.50989 -1.53396 3.48419
O -1.75019 -3.29563 2.84223
N -0.48225 1.31832 -2.50285
N 2.00510 0.30599 -1.81237
C -3.21556 -0.49438 2.00160
C -3.79037 0.69619 4.67682
C 3.88467 -3.07884 -3.89329
C 1.09729 0.88589 4.29769
C 1.63085 0.34952 5.47274
C 2.04203 1.14031 6.54786
C 1.53167 0.20517 -3.20412
C -2.87107 -1.23501 3.33633
C -1.67864 -2.15191 3.17791
C 1.37968 3.10628 5.33862
C 1.92078 2.52663 6.48070
C -4.14729 1.42492 3.36013
C -2.53588 -0.06680 4.27383
C -3.02144 0.96865 2.43769
C 3.96886 -1.03954 -2.61112
C 1.23762 0.76217 -0.84951
C 5.73338 -1.57355 -4.17056
C -3.29617 -1.03557 -5.86837
C 5.16926 -0.71803 -3.23344
C 3.32896 -2.23029 -2.94976
C -3.06973 0.28240 -6.23294
C -2.59008 1.18691 -5.29339
C -3.05024 -1.44618 -4.56286
C -1.80926 1.74237 -2.95892
C -2.31672 -0.76352 0.78718
C -2.33945 0.77862 -3.98993
C 0.98799 2.27210 4.29994
C 0.55189 1.28612 -3.52072
C -0.12827 1.36209 -1.21158
C 3.41475 -0.10309 -1.56919
C 5.08996 -2.75457 -4.50344
C -2.57594 -0.54482 -3.62246
H 5.67300 0.20709 -2.97638
H -3.67070 -1.74262 -6.59746
H -3.26424 0.60851 -7.24666
H -2.41147 -0.86124 -2.59637
H -4.12726 2.50635 3.48360
H 2.39208 -2.49460 -2.47713
H 1.06789 -0.77361 -3.33517
H -3.56256 1.40252 5.47323
H 1.04214 2.26543 -3.57994
H -2.77635 1.65431 1.63689
H -2.41236 2.21928 -5.57589
H -3.24005 -2.47118 -4.27102
H 2.39583 0.25928 -3.86009
H -2.45593 1.77540 -2.08671
H 5.52428 -3.42278 -5.23569
H 3.37815 -4.00110 -4.14743
H -1.74235 2.75798 -3.36310
H -3.71848 -1.82651 3.67651
H 6.67298 -1.31361 -4.64050
H 3.45955 -0.54000 -0.57454
H -5.12077 1.14441 2.96003
H -4.23614 -0.69197 1.68649
H -4.57285 0.02479 5.02805
H 4.00484 0.81681 -1.55292
H -1.84549 -0.30627 5.07586
H 0.08719 1.07676 -4.48205
*
```

Results
Energy relative to the best compared isomer or geometry (same formula, charge and spin) (kJ/mol): 112.6
Frontier orbital gap (alpha / beta) (eV): 6.67 / 7.08
E_HOMO (alpha / beta) (Ha): -0.31221 / -0.32063